No. 1
134
Properties=species:S:1:pos:R:3 method="wB97M-V/def2-TZVPD" energy_ev=-80955.350 gap_ev=8.5 max_force_ev_per_a=3.63 mol_weight_g_mol=853.03 relative_energy_kj_mol=683.9 lumo_energy_ev=-0.2 total_charge=0 spin_multiplicity=1
C 5.077 1.363 0.974
N 5.176 2.868 0.882
O 4.903 3.391 -0.163
O 5.374 3.484 1.902
H 4.011 1.166 0.819
H 5.424 1.106 2.021
H 5.742 0.891 0.252
C -0.777 0.745 1.176
N 0.265 -0.241 0.964
O 0.106 -1.378 0.531
O 1.395 0.091 1.374
H -0.997 0.778 2.215
H -1.687 0.549 0.580
H -0.263 1.735 1.068
C -2.102 -0.210 -5.458
N -2.923 -0.601 -4.344
C -4.241 -1.135 -4.584
C -2.389 -0.748 -3.122
O -3.002 -1.132 -2.117
H -2.333 0.684 -6.000
H -1.965 -1.035 -6.199
H -1.125 -0.037 -5.149
H -4.843 -1.035 -3.663
H -4.566 -0.560 -5.414
H -4.201 -2.251 -4.816
H -1.367 -0.531 -3.062
C -5.077 -1.429 0.947
N -4.348 -1.117 2.112
C -3.054 -1.841 2.146
C -4.571 -0.205 3.074
O -3.747 0.101 3.950
H -4.414 -1.438 0.096
H -5.805 -0.678 0.764
H -5.627 -2.351 1.045
H -2.536 -1.524 3.003
H -3.153 -2.924 2.195
H -2.391 -1.540 1.290
H -5.619 0.124 3.027
C -1.497 -5.221 -1.629
N -0.269 -5.302 -0.837
C -0.217 -4.897 0.585
C 0.917 -5.344 -1.458
O 1.948 -5.112 -0.815
H -1.707 -4.209 -1.927
H -2.402 -5.540 -0.993
H -1.392 -5.816 -2.585
H 0.491 -5.550 1.116
H 0.145 -3.874 0.650
H -1.236 -5.022 0.923
H 0.997 -5.748 -2.497
C 2.470 5.206 0.656
N 1.138 4.979 1.170
C -0.067 5.327 0.348
C 0.984 4.526 2.418
O -0.090 4.363 2.987
H 2.973 6.132 1.024
H 2.417 5.271 -0.471
H 3.034 4.334 0.837
H 0.193 5.168 -0.727
H -0.869 4.702 0.694
H -0.370 6.413 0.508
H 1.900 4.225 3.058
C -3.759 4.190 4.354
N -3.521 4.129 2.988
C -3.682 5.448 2.238
C -2.931 3.063 2.445
O -2.528 3.033 1.275
H -2.874 4.586 4.825
H -3.981 3.212 4.740
H -4.669 4.797 4.542
H -3.240 5.249 1.284
H -4.766 5.603 2.227
H -3.218 6.221 2.863
H -2.783 2.300 3.201
C 1.669 -2.168 -3.157
N 3.053 -2.655 -3.458
C 3.308 -4.027 -3.537
C 4.051 -1.775 -3.135
O 3.866 -0.569 -2.867
H 0.924 -3.002 -3.221
H 1.438 -1.474 -3.984
H 1.633 -1.642 -2.224
H 4.374 -4.184 -3.476
H 2.959 -4.646 -2.690
H 3.003 -4.519 -4.399
H 5.065 -2.198 -3.276
C -5.226 3.614 -0.223
N -4.855 2.654 -1.200
C -3.505 2.607 -1.661
C -5.795 1.732 -1.573
O -6.922 1.651 -1.146
H -4.867 3.262 0.714
H -6.283 3.650 -0.248
H -4.732 4.508 -0.389
H -2.772 2.696 -0.870
H -3.377 1.682 -2.179
H -3.374 3.394 -2.391
H -5.493 0.893 -2.207
C 2.497 3.018 -3.570
N 1.229 2.397 -3.262
C 1.127 1.864 -1.812
C 0.197 2.604 -4.053
O -0.922 2.175 -3.890
H 2.712 3.883 -2.909
H 2.498 3.407 -4.579
H 3.309 2.316 -3.316
H 1.517 0.865 -1.793
H 1.740 2.447 -1.096
H 0.055 1.866 -1.643
H 0.471 3.110 -5.022
C 4.355 -4.626 1.472
N 4.711 -3.239 1.107
C 3.740 -2.328 0.482
C 5.964 -2.887 1.209
O 6.555 -1.844 0.879
H 3.345 -4.610 1.861
H 5.048 -5.045 2.177
H 4.315 -5.296 0.619
H 3.429 -1.541 1.169
H 4.183 -1.830 -0.443
H 2.826 -2.843 0.384
H 6.529 -3.715 1.664
C 3.698 -1.755 4.157
N 2.694 -2.735 4.389
C 3.189 -3.880 5.138
C 1.437 -2.759 3.841
O 0.629 -3.673 3.786
H 4.492 -2.240 3.612
H 3.981 -1.351 5.138
H 3.346 -0.900 3.545
H 2.742 -4.035 6.092
H 2.899 -4.755 4.541
H 4.271 -3.759 5.179
H 1.163 -1.769 3.417

No. 2
130
Properties=species:S:1:pos:R:3 method="wB97M-V/def2-TZVPD" energy_ev=-102476.176 gap_ev=8.6 max_force_ev_per_a=5.29 mol_weight_g_mol=849.19 relative_energy_kj_mol=0.0 lumo_energy_ev=0.1 total_charge=0 spin_multiplicity=1
C -0.744 -3.146 -3.412
S -1.297 -1.560 -4.270
O -0.736 -0.372 -3.498
C -0.129 -1.740 -5.707
H -1.222 -3.263 -2.439
H 0.308 -3.168 -3.129
H -0.982 -3.978 -4.074
H 0.906 -1.850 -5.382
H -0.217 -0.936 -6.437
H -0.481 -2.591 -6.290
C 1.655 0.424 0.147
S 0.756 -0.907 -0.807
O 1.193 -2.283 -0.194
C -0.962 -0.578 -0.137
H 1.422 0.323 1.207
H 1.387 1.353 -0.356
H 2.737 0.396 0.016
H -0.828 -0.240 0.890
H -1.545 -1.495 -0.053
H -1.442 0.203 -0.726
C 5.307 2.405 -1.266
S 5.581 1.571 0.328
O 5.407 0.069 -0.061
C 7.374 1.909 0.604
H 4.243 2.325 -1.488
H 5.855 1.787 -1.978
H 5.636 3.444 -1.291
H 7.558 2.980 0.684
H 8.020 1.458 -0.149
H 7.685 1.475 1.554
C 3.297 0.942 -3.729
O 4.424 0.879 -4.264
N 2.632 2.131 -3.578
C 1.233 2.171 -3.026
C 3.142 3.376 -4.076
H 2.739 0.138 -3.225
H 1.011 2.912 -2.257
H 0.884 1.201 -2.672
H 0.643 2.246 -3.940
H 4.127 3.364 -4.541
H 2.379 3.732 -4.769
H 3.145 4.074 -3.239
C 5.705 -3.934 1.031
O 5.844 -4.919 1.720
N 4.529 -3.731 0.395
C 4.306 -2.586 -0.486
C 3.342 -4.593 0.618
H 6.455 -3.148 0.848
H 5.276 -2.099 -0.585
H 3.479 -1.947 -0.177
H 4.193 -2.946 -1.509
H 2.651 -3.991 1.208
H 2.927 -4.791 -0.370
H 3.613 -5.499 1.161
C 1.611 -1.750 5.177
O 0.940 -0.669 5.231
N 2.019 -2.450 4.130
C 2.860 -3.678 4.302
C 1.610 -2.099 2.801
H 2.027 -2.253 6.064
H 2.245 -4.549 4.528
H 3.529 -3.568 5.155
H 3.541 -3.917 3.486
H 2.486 -2.056 2.154
H 1.030 -2.921 2.382
H 1.068 -1.167 2.639
C -1.790 1.037 4.526
O -1.852 0.486 3.464
N -2.684 2.002 4.946
C -2.553 2.730 6.208
C -3.669 2.487 4.042
H -1.053 0.874 5.327
H -3.421 2.525 6.834
H -2.465 3.788 5.958
H -1.673 2.442 6.784
H -3.772 1.791 3.209
H -4.618 2.583 4.571
H -3.353 3.468 3.690
C -4.544 2.880 -4.351
O -5.802 2.901 -4.224
N -3.623 1.946 -4.059
C -2.273 1.991 -4.631
C -3.961 0.763 -3.267
H -4.070 3.787 -4.758
H -1.498 2.109 -3.874
H -2.167 2.912 -5.205
H -1.991 1.165 -5.283
H -5.029 0.680 -3.065
H -3.675 -0.202 -3.685
H -3.566 0.945 -2.268
C -1.409 -6.455 1.991
O -0.454 -6.949 2.637
N -1.264 -5.698 0.886
C -2.280 -4.790 0.487
C 0.119 -5.418 0.373
H -2.466 -6.555 2.281
H -1.812 -3.814 0.361
H -3.038 -4.684 1.264
H -2.634 -5.106 -0.494
H 0.859 -6.207 0.505
H 0.077 -5.215 -0.697
H 0.542 -4.524 0.830
O 0.745 3.945 0.299
C -0.424 4.272 0.491
O -0.857 4.978 1.539
C 0.068 5.524 2.542
C 0.746 4.506 3.374
C -1.505 3.622 -0.342
H -0.546 6.158 3.182
H 0.777 6.220 2.094
H 1.594 4.048 2.864
H 0.030 3.796 3.788
H 1.072 4.987 4.296
H -1.172 3.157 -1.270
H -2.189 4.442 -0.561
H -2.080 2.912 0.253
O -5.149 2.600 0.629
C -5.933 1.942 -0.143
O -5.733 0.601 -0.466
C -4.706 -0.094 0.187
C -4.388 -1.462 -0.471
C -7.117 2.557 -0.840
H -4.983 -0.351 1.209
H -3.733 0.396 0.167
H -4.116 -1.257 -1.506
H -5.214 -2.173 -0.485
H -3.546 -1.960 0.011
H -7.657 3.117 -0.077
H -7.732 1.763 -1.264
H -6.774 3.161 -1.680

No. 3
119
Properties=species:S:1:pos:R:3 method="wB97M-V/def2-TZVPD" energy_ev=-48714.896 gap_ev=8.3 max_force_ev_per_a=3.78 mol_weight_g_mol=591.82 lumo_energy_ev=0.4 total_charge=0 spin_multiplicity=1
C -3.688 -0.063 -0.517
C -2.216 -0.364 -0.427
O -1.700 -1.015 -1.261
N -1.383 0.036 0.614
C -1.866 1.125 1.481
B -0.782 -1.118 1.326
C 0.772 -1.001 1.734
O 0.996 -0.637 3.106
O 1.563 0.648 3.122
C -1.510 -2.487 1.657
C -2.473 -2.493 2.853
C -1.856 -1.954 4.140
C -3.806 -1.811 2.605
H -4.100 -0.746 -1.235
H -4.238 -0.191 0.402
H -3.825 0.949 -0.876
H -2.641 1.712 1.024
H -2.148 0.804 2.473
H -1.040 1.817 1.638
H 1.297 -1.920 1.494
H 1.207 -0.253 1.082
H 0.897 1.226 2.720
H -2.006 -2.864 0.766
H -0.738 -3.212 1.882
H -2.713 -3.533 3.044
H -0.995 -2.546 4.415
H -1.616 -0.900 4.060
H -2.596 -2.046 4.921
H -3.678 -0.762 2.379
H -4.385 -1.852 3.518
H -4.397 -2.310 1.851
C 1.356 1.592 -1.763
C 1.297 3.038 -1.293
N 2.025 3.281 -0.061
C 1.751 4.585 0.521
C 2.176 5.832 -0.263
C 3.419 2.873 -0.068
C 4.341 3.492 -1.127
H 0.992 0.918 -0.985
H 0.723 1.466 -2.641
H 2.365 1.286 -2.046
H 0.247 3.291 -1.121
H 1.641 3.688 -2.113
H 2.201 4.624 1.516
H 0.671 4.646 0.693
H 3.250 6.002 -0.208
H 1.694 6.714 0.165
H 1.885 5.782 -1.313
H 3.454 1.786 -0.182
H 3.846 3.054 0.922
H 3.874 3.532 -2.112
H 5.246 2.886 -1.221
H 4.660 4.497 -0.855
C 6.843 -2.285 -1.553
C 6.114 -1.381 -0.570
N 5.520 -2.096 0.541
C 4.611 -1.277 1.328
C 5.184 -0.083 2.096
C 6.419 -2.947 1.300
C 7.645 -2.298 1.956
H 6.181 -3.066 -1.931
H 7.193 -1.698 -2.403
H 7.717 -2.759 -1.105
H 5.312 -0.872 -1.113
H 6.810 -0.594 -0.237
H 4.078 -1.920 2.033
H 3.838 -0.900 0.647
H 5.717 -0.392 2.994
H 4.364 0.562 2.422
H 5.853 0.524 1.484
H 6.770 -3.743 0.638
H 5.838 -3.467 2.066
H 8.145 -1.592 1.291
H 8.373 -3.070 2.216
H 7.389 -1.780 2.879
C 2.749 -3.078 -1.637
C 2.254 -4.296 -0.873
N 0.859 -4.207 -0.484
C 0.461 -5.229 0.467
C 0.487 -6.694 0.012
C -0.088 -3.946 -1.560
C -0.162 -4.945 -2.723
H 2.585 -2.163 -1.063
H 3.820 -3.172 -1.824
H 2.257 -2.972 -2.606
H 2.855 -4.385 0.037
H 2.464 -5.197 -1.472
H -0.542 -4.992 0.834
H 1.115 -5.136 1.342
H -0.352 -6.932 -0.640
H 0.409 -7.348 0.883
H 1.413 -6.950 -0.504
H 0.134 -2.960 -1.971
H -1.083 -3.835 -1.123
H 0.826 -5.260 -3.063
H -0.663 -4.476 -3.573
H -0.737 -5.833 -2.466
C -7.168 1.677 -0.948
C -7.810 3.049 -1.085
N -6.924 4.137 -0.715
C -7.605 5.415 -0.595
C -8.224 6.027 -1.858
C -5.642 4.166 -1.397
C -5.640 4.255 -2.929
H -6.796 1.519 0.066
H -7.905 0.902 -1.161
H -6.342 1.540 -1.647
H -8.681 3.081 -0.427
H -8.194 3.153 -2.112
H -6.913 6.138 -0.155
H -8.400 5.294 0.147
H -7.470 6.458 -2.514
H -8.899 6.839 -1.576
H -8.807 5.303 -2.427
H -5.087 3.268 -1.110
H -5.053 4.991 -0.990
H -6.378 3.593 -3.384
H -4.660 3.960 -3.312
H -5.825 5.269 -3.279